{
  "formula": "C41H53BF6N6O12P2ReS",
  "method": "ωB97M-V/def2-TZVPD",
  "gap_ev": [5.88, 6.30],
  "multiplicity": 2,
  "elements": ["C", "C", "C", "C", "N", "H", "C", "F", "C", "C", "H", "C", "H", "C", "C", "H", "C", "H", "C", "H", "C", "H", "H", "H", "C", "H", "C", "C", "F", "O", "O", "N", "C", "C", "H", "H", "O", "N", "H", "H", "C", "C", "H", "H", "H", "H", "H", "H", "C", "C", "H", "H", "F", "H", "H", "H", "N", "O", "H", "N", "B", "O", "O", "F", "O", "H", "O", "H", "H", "O", "H", "C", "H", "C", "Re", "C", "P", "C", "H", "C", "F", "C", "H", "H", "H", "H", "F", "H", "C", "H", "O", "H", "H", "H", "C", "H", "C", "C", "H", "C", "H", "C", "H", "H", "P", "H", "C", "H", "H", "C", "H", "C", "C", "C", "C", "S", "C", "O", "O", "N", "H", "H", "H"],
  "xyz": [[3.934040, -4.999736, 2.561126], [-4.950343, 2.585392, -1.120420], [1.351193, -4.412662, -2.318683], [-2.736402, -0.216336, -6.481857], [0.571660, -0.646798, 2.360742], [-2.534227, -2.041686, -1.937889], [2.992492, -0.569017, -0.110826], [0.987696, 2.276788, 5.374881], [-3.308111, -2.336745, -5.234616], [0.650902, 0.066182, 3.508361], [-3.608298, 1.287476, -4.036489], [2.614133, -4.851604, -1.613838], [-4.248981, -0.439276, -4.985328], [-1.212997, 1.804510, -0.933817], [1.062863, -1.900809, 2.340723], [-0.224898, 4.469369, 4.826959], [1.604629, -2.515808, 3.447198], [4.811744, -0.238126, 3.213054], [-0.618472, -4.912155, 0.480032], [-2.120194, -6.409982, 0.142294], [1.207260, -0.487823, 4.653065], [-5.774739, 1.869456, -1.128445], [-2.659473, 0.866417, -6.388850], [-0.567945, -7.013354, 0.781408], [0.034181, 1.388268, 3.392775], [1.769129, -1.090850, -4.299973], [4.666597, -2.868387, 2.247591], [-0.378993, 3.673046, 4.113728], [-1.956662, -1.086424, 1.952847], [-3.736945, -0.355422, -1.476136], [3.028669, -6.704504, 0.894434], [-2.122953, 0.930603, -0.503257], [3.647620, 0.710866, 1.667006], [-3.836197, 1.979777, -2.009267], [1.604131, -5.337912, -4.218648], [-2.338458, -4.471282, 1.681388], [-0.205267, -1.597334, -0.209161], [2.977668, 0.595960, 0.523930], [-1.970841, 3.067398, 1.198192], [3.401999, -4.117083, -1.785611], [1.020059, -0.844294, -5.054823], [-4.439045, 1.527428, -3.365741], [-3.423242, -0.447866, -7.296198], [1.017226, -2.419391, 1.399214], [2.358430, -1.367069, -6.642788], [-3.807557, 3.701374, 0.342158], [-0.932121, -3.480947, 2.068399], [-1.718350, -3.144170, -3.101677], [-1.156261, 3.853277, 2.984692], [-5.381928, 2.507187, -4.055587], [-0.955257, -5.184267, 2.542324], [-0.705701, -6.579068, -0.910956], [-1.723430, 5.055660, 2.783743], [1.949132, -3.540445, 3.358128], [-3.952123, -2.640370, -6.059305], [2.078164, -2.240437, 5.522497], [-1.475347, 2.777856, -1.822260], [0.977136, -3.075006, -1.802935], [6.547759, -2.369562, 3.192332], [3.757413, -3.804781, 2.019058], [-3.427869, -1.707928, 1.516086], [-0.078806, 1.661242, -0.377857], [-2.978092, 4.046856, -2.909603], [-3.752284, -2.446579, 2.593201], [1.454362, -5.238048, 2.050522], [1.907998, 0.984657, -5.680496], [-2.465093, -0.303634, -4.084589], [0.469215, -4.850646, 0.559249], [0.799714, 1.181404, -4.313120], [-0.528204, 0.226748, -2.575711], [-2.318113, -2.763905, -5.403644], [1.505282, -4.329031, -3.818652], [6.750829, -4.703466, 4.108030], [5.895996, -4.412085, 3.507693], [-0.764833, 0.098406, 0.857220], [0.203276, 2.437949, 4.290283], [-1.137288, -0.817549, -3.415993], [-1.252533, -4.476064, 1.769464], [2.478430, -4.984932, -0.539607], [-0.756065, 1.613743, 2.249897], [-4.156679, -0.571138, 1.336709], [3.601858, -1.685461, 0.405804], [3.598765, 1.675912, 2.159287], [-6.299673, 2.658956, -3.488348], [0.158401, 0.917605, -5.945453], [-5.664585, 2.096688, -5.025466], [-3.124747, -2.407793, 0.392570], [-5.443467, 3.317220, 0.837379], [-1.034760, -6.313762, 0.091887], [-3.728560, -2.741121, -4.314201], [-1.072832, -4.026083, -0.636942], [3.526504, -2.643872, -0.081218], [1.199967, -2.642319, -6.242474], [-4.960085, 0.592979, -3.161823], [5.789014, -3.118055, 3.014191], [2.947714, -5.807876, -2.016199], [-1.596051, -2.276642, -2.453839], [4.330395, -0.351707, 2.249882], [-4.221909, 2.052868, 0.871193], [-3.267378, 0.731861, -1.318006], [-5.285654, 3.493956, -1.620826], [4.258529, -1.588270, 1.622906], [0.642789, -3.850840, -4.283564], [-1.753779, -0.619394, -6.730100], [-0.426631, -2.731956, -1.184448], [-0.735499, 3.416845, -2.081419], [-3.249318, -0.822485, -5.193315], [0.669499, -1.216169, -7.145451], [0.542519, -5.095750, -2.077472], [1.328281, -1.566372, -6.349043], [2.401147, -3.763859, -4.084377], [1.670527, -1.792062, 4.626271], [-1.353222, 2.857722, 2.055102], [-2.774258, 3.039465, -2.290395], [0.960468, 0.657214, -5.251909], [2.598759, -6.150098, 2.166945], [-4.572496, 2.922676, 0.315004], [-0.246346, -1.398780, -4.579821], [2.518011, -7.068259, 3.274449], [4.983785, -5.358936, 3.298684], [2.437815, -0.619618, -1.042151], [1.250652, 0.091693, 5.560175], [-4.914959, 3.475576, -4.222649]],
  "forces_ev_per_angstrom": [[0.5, 0.2, 0.0], [0.0, 0.0, 0.1], [0.1, -0.1, 0.1], [0.1, 0.0, 0.0], [0.2, -0.4, 0.0], [0.1, -0.1, 0.0], [-0.1, 0.1, -0.1], [-0.1, 0.0, -0.1], [0.1, 0.0, 0.1], [-0.1, 0.0, -0.1], [-0.4, 0.4, 0.3], [-0.1, 0.2, 0.1], [0.0, 0.0, 0.0], [0.2, 0.0, 0.0], [-0.1, 0.2, -0.1], [0.0, 0.0, 0.0], [0.0, 0.0, 0.4], [0.0, 0.0, 0.0], [0.2, -0.2, -0.3], [0.0, -0.1, 0.0], [0.1, 0.1, 0.0], [0.0, 0.0, 0.0], [0.0, 0.0, 0.0], [0.0, 0.0, 0.1], [0.0, 0.0, 0.1], [0.0, 0.0, 0.1], [-0.1, 0.3, -0.1], [0.0, 0.0, 0.0], [0.1, 0.1, 0.3], [-0.3, -0.2, 0.2], [-0.2, 0.0, 0.1], [-0.4, 0.0, 0.0], [0.0, -0.3, -0.1], [0.0, 0.0, 0.0], [0.0, 0.0, 0.0], [0.0, 0.0, 0.0], [0.0, 0.7, 0.2], [0.0, 0.7, 0.0], [0.0, 0.0, -0.1], [0.1, 0.0, -0.1], [0.1, 0.0, 0.0], [0.1, 0.4, -0.2], [0.0, 0.0, 0.0], [0.0, -0.1, 0.1], [0.0, 0.0, 0.0], [0.0, 0.0, 0.0], [0.0, 0.0, 0.1], [-0.1, 0.0, 0.0], [-0.1, 0.0, 0.0], [0.0, 0.0, 0.1], [0.0, 0.1, 0.0], [0.1, 0.0, -0.1], [0.0, -0.1, 0.0], [-0.3, 0.3, 0.0], [0.0, 0.0, 0.0], [0.0, 0.0, 0.0], [-0.2, 0.3, 0.0], [0.0, 0.1, 0.1], [0.0, 0.0, 0.0], [0.2, -0.5, -0.1], [-0.1, 0.2, 0.1], [0.2, -0.1, 0.4], [-0.1, 0.2, -0.1], [0.0, -0.1, 0.1], [0.6, -0.4, 0.5], [0.0, 0.0, 0.0], [0.4, -0.4, -0.2], [-0.4, 0.2, -0.3], [0.0, 0.0, 0.0], [0.1, -0.4, -0.7], [0.0, 0.0, 0.0], [0.0, 0.2, 0.0], [0.0, 0.0, 0.0], [0.0, -0.1, 0.0], [-0.4, -0.7, -0.6], [0.0, -0.1, 0.1], [0.0, -0.3, 0.2], [-0.3, 0.0, 0.0], [0.0, 0.0, -0.1], [0.1, 0.1, -0.1], [0.0, 0.0, 0.0], [0.1, -0.1, -0.1], [0.1, 0.0, 0.0], [0.0, 0.0, 0.0], [0.0, 0.0, 0.0], [0.0, 0.0, 0.0], [0.0, 0.0, -0.1], [0.0, 0.0, 0.0], [0.0, 0.2, -0.1], [0.0, 0.0, 0.0], [-0.1, 0.5, 0.0], [0.0, 0.0, -0.1], [0.0, 0.0, 0.0], [0.0, 0.0, 0.0], [0.0, -0.1, 0.0], [0.0, 0.0, 0.0], [0.2, 0.1, -0.1], [-0.1, -0.1, 0.0], [0.0, 0.0, 0.0], [0.5, 0.4, 0.3], [-0.1, 0.0, 0.0], [0.3, 0.1, 0.1], [0.0, 0.0, 0.0], [0.0, 0.0, 0.0], [-0.2, -0.8, -0.3], [0.0, 0.0, 0.0], [0.0, -0.1, -0.1], [0.0, 0.0, 0.0], [-0.2, 0.0, 0.1], [0.0, 0.0, 0.0], [0.0, 0.0, 0.0], [0.0, 0.0, -0.1], [0.0, 0.0, 0.2], [0.3, -0.3, 0.2], [-0.1, 0.0, 0.0], [0.2, -0.3, 0.3], [0.0, 0.0, -0.1], [0.1, 0.0, -0.2], [0.0, 0.1, -0.1], [-0.2, 0.0, 0.0], [0.0, 0.0, 0.0], [0.0, 0.0, 0.0], [0.0, 0.0, 0.0]],
  "mulliken_spin": [0.000, -0.002, 0.000, 0.000, 0.021, -0.001, 0.004, 0.000, 0.001, -0.030, 0.000, 0.000, 0.000, -0.036, -0.019, 0.000, -0.002, 0.000, -0.004, 0.000, -0.001, 0.000, 0.000, 0.000, -0.018, 0.000, 0.000, -0.007, -0.001, 0.007, 0.000, 0.045, 0.000, -0.006, 0.000, 0.000, 0.105, 0.000, 0.005, 0.000, 0.000, -0.001, 0.000, -0.011, 0.000, 0.000, -0.004, 0.001, 0.001, 0.000, 0.000, 0.000, 0.001, 0.000, 0.000, 0.000, 0.018, -0.003, 0.000, 0.000, 0.017, -0.015, 0.005, 0.001, 0.000, 0.000, -0.002, 0.002, 0.000, 0.003, 0.000, 0.000, 0.000, 0.000, 0.896, 0.005, 0.000, 0.003, 0.000, 0.058, -0.002, 0.000, 0.000, 0.000, 0.000, 0.000, -0.001, 0.000, 0.000, 0.000, -0.001, 0.000, 0.000, 0.000, 0.000, 0.000, 0.005, 0.000, -0.002, 0.027, 0.000, 0.000, 0.000, 0.000, -0.010, 0.000, 0.000, 0.000, 0.000, 0.000, 0.000, -0.001, -0.044, -0.002, 0.000, 0.000, 0.002, 0.000, 0.000, 0.000, -0.003, 0.000, 0.000]
}


{
  "formula": "C41H53N4O5SSbSe4SiTi",
  "method": "ωB97M-V/def2-TZVPD",
  "gap_ev": [4.71, 4.41],
  "total_charge": -2,
  "multiplicity": 3,
  "elements": ["H", "H", "H", "Ti", "H", "C", "C", "H", "H", "C", "H", "H", "H", "C", "C", "C", "H", "H", "H", "C", "N", "C", "C", "C", "H", "H", "H", "O", "C", "C", "H", "H", "C", "C", "H", "Se", "Sb", "C", "H", "C", "Se", "H", "C", "N", "H", "H", "H", "C", "C", "H", "H", "O", "C", "H", "Se", "H", "H", "C", "N", "H", "H", "C", "C", "H", "C", "H", "N", "H", "C", "H", "H", "H", "O", "H", "H", "H", "C", "C", "H", "C", "C", "Si", "C", "H", "H", "H", "C", "H", "H", "C", "H", "C", "C", "O", "H", "H", "C", "C", "H", "H", "C", "H", "C", "C", "Se", "S", "H", "O", "C", "C", "H"],
  "xyz": [[-0.719969, 3.407482, 2.883430], [-1.318296, 2.394812, -4.264477], [1.795957, 5.686706, 4.553476], [1.697688, 0.402222, -0.559984], [-0.799556, -7.373250, -2.088045], [0.600015, -5.504276, -0.554868], [1.112050, 6.157885, 2.569432], [-1.728871, 1.556908, 5.525147], [-2.456670, -1.295551, -3.834623], [2.250927, 0.755412, -3.355633], [-5.218507, -0.940422, -2.365087], [1.262114, -4.643822, -0.452869], [-2.237663, -3.020052, -3.539294], [0.485380, -0.157366, 2.411751], [-2.238977, 5.095972, -0.380302], [-1.350640, -6.481881, -1.780927], [-0.865202, 3.082284, 5.285419], [-1.411745, -3.836256, 4.015760], [5.135896, 0.967712, -5.145766], [0.889389, 0.882240, -3.255886], [2.852634, 0.877633, -2.065623], [-2.437661, 2.712166, -0.619197], [4.151918, 2.143137, -0.654108], [-2.783699, -2.089870, 2.254794], [3.337084, 2.003930, 2.133276], [-3.519351, -4.136133, -1.632632], [0.506176, 6.998350, 2.887457], [-0.920361, -2.769310, 0.916100], [0.287448, -5.035944, -3.001906], [-1.090820, 1.420417, -2.304628], [-0.032541, -4.057986, 2.915978], [5.218062, 4.125183, 1.342710], [-2.945899, -2.195455, -3.461245], [-0.984271, 3.936717, -2.075016], [-2.258092, -1.151889, 2.442273], [6.436646, -2.207251, 2.984413], [4.391241, -0.966731, 2.998504], [-1.204779, 1.389895, -3.842614], [-5.030878, -3.361223, -2.140155], [-1.335704, 5.114084, -1.440698], [3.431836, -0.885808, 0.708529], [0.027540, 2.580886, 0.696389], [-2.462883, -4.512594, 1.645467], [3.089483, 2.210018, 0.069113], [-2.129693, -6.280309, -2.519452], [-3.196500, -4.749501, 2.420620], [0.219119, -0.465893, 4.491037], [4.452957, 1.008096, -4.308039], [-4.130366, -3.240437, -1.532639], [-1.737463, -5.327256, 1.601846], [-3.438892, -1.941320, 1.395761], [-1.268988, -4.168916, -1.373738], [-0.766671, 1.997245, 5.252990], [0.091766, -5.663607, 0.397549], [4.188842, 1.023297, 4.404178], [-0.896979, 6.051568, -1.762669], [2.754561, 0.458749, -5.452405], [-0.856605, -3.396135, 3.183415], [0.317321, 1.179053, -2.066094], [-2.848758, 1.765143, -0.287354], [-0.448045, -4.829262, -3.782998], [0.041525, 1.924116, 1.558001], [1.160823, 5.799810, 1.231000], [-0.431457, -2.450578, 3.513348], [1.923244, 4.713606, 0.820333], [-3.392922, -2.334815, 3.128756], [0.458073, 0.670419, 1.367446], [0.960601, -4.183078, -2.927399], [4.080127, 1.491980, -1.971990], [-3.814073, -2.416143, -4.088592], [-4.454091, -0.587575, -0.800750], [-1.685769, 0.611406, -1.871930], [5.256300, 2.730879, -0.180439], [-2.033991, 0.772884, -4.191987], [-2.492845, 6.015252, 0.133786], [0.827705, -1.163475, 2.211302], [-2.788837, 3.893308, 0.027761], [3.465532, 2.769345, 1.361202], [3.125933, 3.731939, 3.820459], [-0.392373, 2.378233, 2.791504], [4.970271, 3.074099, 1.197281], [-0.898259, -2.673112, -0.747464], [-0.417944, -5.276551, -1.670251], [-1.827491, -6.679328, -0.818894], [0.589889, 6.357930, 0.499079], [5.581501, 2.444254, 1.845731], [-1.535163, 2.719132, -1.673431], [1.208214, -6.384182, -0.777456], [0.864504, -5.919277, -3.285715], [-3.361710, -2.008318, -2.002490], [5.910172, 1.971547, -2.934879], [3.138891, 0.699632, -4.467030], [2.635855, 3.968021, 1.751389], [-2.202785, -1.747695, -1.222424], [1.944898, 4.412629, -0.221046], [-2.970739, -4.466118, 0.686352], [4.923601, 1.537034, -3.025279], [1.832808, 5.421046, 3.503805], [-0.250083, 3.944338, -2.872815], [-3.482319, 3.866456, 0.859812], [-1.762734, -3.193323, 1.969969], [-4.432789, -3.133731, -0.490553], [-0.341690, 1.534542, 3.890773], [2.585170, 4.331885, 3.095301], [2.587869, -1.938660, 4.564937], [0.953453, -1.997941, -1.297671], [-3.789461, 0.100210, -2.287872], [0.013252, 0.820845, -4.313624], [0.110107, 0.239159, 3.679935], [-4.263487, -0.781158, -1.858191], [-0.039360, 1.689626, 6.005068]],
  "forces_ev_per_angstrom": [[0.0, 0.0, 0.0], [0.0, 0.0, 0.0], [0.0, 0.0, 0.0], [-0.9, 0.8, -0.3], [0.0, 0.0, 0.0], [0.0, 0.0, 0.0], [0.0, 0.0, 0.1], [0.0, 0.0, 0.0], [0.0, 0.0, 0.0], [0.5, 0.3, 0.2], [0.0, 0.0, 0.0], [0.0, 0.0, 0.0], [0.0, 0.0, 0.0], [0.0, -0.1, 0.0], [0.0, 0.0, 0.0], [0.0, 0.0, 0.0], [0.0, 0.0, 0.0], [0.0, 0.0, 0.0], [0.0, 0.0, 0.0], [0.1, 0.5, 0.0], [-0.3, -0.7, -0.1], [-0.1, 0.0, 0.0], [-0.1, 0.3, -0.6], [0.0, 0.0, 0.0], [0.0, 0.0, -0.1], [0.0, 0.0, 0.0], [0.0, 0.0, 0.0], [0.1, 0.0, -0.5], [0.0, 0.0, 0.0], [-0.1, -0.2, 0.1], [0.0, 0.0, 0.0], [0.0, 0.0, 0.0], [0.0, 0.0, 0.0], [0.0, -0.1, 0.0], [0.0, 0.0, 0.0], [0.1, 0.0, 0.0], [-0.7, -0.3, 0.0], [-0.1, 0.0, -0.1], [0.0, 0.0, 0.0], [0.0, 0.0, 0.0], [1.3, -1.0, 0.7], [0.1, 0.0, 0.0], [0.0, 0.0, 0.0], [-0.1, -0.5, 0.0], [0.0, 0.0, 0.0], [0.0, 0.0, 0.0], [0.0, 0.0, 0.0], [0.4, 0.2, 0.6], [0.0, -0.1, 0.0], [0.0, 0.0, 0.0], [0.0, 0.0, -0.1], [0.1, 0.0, 0.0], [0.0, 0.0, 0.1], [0.0, 0.0, 0.0], [0.0, 0.1, 0.3], [0.0, 0.0, 0.0], [0.0, 0.0, 0.0], [-0.1, 0.0, 0.0], [0.4, -0.4, 0.0], [0.0, 0.0, 0.0], [0.0, 0.0, 0.0], [-0.4, -0.1, 0.3], [0.0, 0.0, -0.1], [0.0, 0.0, 0.0], [0.0, -0.1, 0.0], [0.0, 0.0, 0.0], [0.2, 0.4, -0.6], [0.0, 0.0, 0.0], [-0.5, 0.2, 0.1], [0.0, 0.0, 0.0], [0.0, 0.0, 0.0], [0.0, -0.1, 0.0], [0.2, -0.3, 0.0], [0.0, 0.0, 0.0], [0.0, 0.0, 0.0], [0.1, 0.0, 0.0], [0.0, 0.0, 0.0], [-0.2, 0.1, -0.1], [0.0, 0.0, 0.0], [0.1, 0.3, -0.2], [0.0, 0.0, 0.0], [0.0, 0.1, 0.6], [0.0, -0.1, 0.1], [0.0, 0.0, 0.0], [0.0, 0.0, 0.0], [0.0, 0.0, 0.0], [0.0, 0.0, 0.0], [0.0, 0.0, 0.0], [0.0, 0.0, 0.0], [0.1, 0.0, -0.2], [0.0, 0.1, 0.0], [-0.4, 0.0, 0.0], [0.0, 0.0, 0.0], [-0.1, -0.1, 0.3], [0.0, 0.0, 0.0], [-0.1, 0.0, -0.1], [0.0, -0.1, -0.4], [-0.1, 0.0, -0.1], [0.0, 0.0, 0.0], [0.0, 0.0, 0.0], [-0.1, 0.0, 0.1], [0.0, 0.0, 0.1], [-0.1, 0.0, -0.1], [0.1, 0.0, 0.1], [0.6, 0.0, -0.1], [-0.1, 0.3, -0.2], [0.0, 0.1, 0.0], [0.0, -0.1, 0.1], [-0.1, 0.1, 0.0], [0.0, 0.0, 0.0], [0.0, 0.0, 0.0]],
  "mulliken_spin": [-0.001, 0.000, 0.000, 0.987, 0.000, 0.000, 0.001, 0.000, -0.001, 0.012, 0.000, 0.000, 0.000, -0.026, 0.000, 0.000, 0.000, -0.009, 0.000, -0.017, -0.076, -0.006, 0.042, 0.000, -0.019, 0.000, 0.000, -0.001, 0.003, 0.006, -0.011, -0.003, 0.001, -0.003, 0.000, -0.006, -0.038, -0.003, 0.000, 0.001, -0.032, -0.025, 0.001, 0.016, 0.000, 0.000, -0.013, 0.003, 0.000, -0.001, 0.001, -0.005, 0.002, 0.000, 0.290, 0.000, -0.001, 0.084, -0.005, 0.001, 0.000, 0.044, 0.001, -0.020, 0.000, -0.001, -0.017, -0.001, 0.019, 0.000, 0.000, 0.007, 0.003, 0.001, 0.000, 0.015, 0.000, 0.030, 0.006, 0.005, -0.015, 0.010, -0.001, 0.000, 0.000, 0.016, 0.008, 0.000, 0.000, 0.000, -0.003, -0.007, -0.019, 0.005, 0.001, 0.000, -0.037, 0.007, -0.001, 0.000, -0.020, 0.000, 0.013, 0.004, 0.801, 0.006, 0.000, 0.001, -0.006, 0.000, -0.002]
}